This record from the Open Molecules 2025 dataset describes a molecular structure, C38H33BN5O6P2Tl. The level of theory is ωB97M-V with the def2-TZVPD basis set.

Element x y z (Å)
Tl -2.29441 1.87648 0.04480
O 1.85995 1.86640 2.62750
C 1.15496 2.01854 1.62934
O 0.63710 1.11289 0.88653
C 0.95972 3.42642 1.08023
C 2.07415 4.25776 1.07689
C 1.99030 5.46935 0.40678
C 0.79447 5.80655 -0.20016
C -0.30635 4.96204 -0.05973
N -0.21576 3.78697 0.56172
C -1.66440 5.39754 -0.68026
O -1.62182 6.47089 -1.31647
O -2.63434 4.64263 -0.47265
H 2.97164 3.92321 1.57941
H 2.84966 6.13061 0.36060
H 0.66460 6.71688 -0.76775
O 1.10350 1.64370 -1.99245
P 1.70199 0.30266 -2.03642
C 2.04554 -0.61392 -0.49944
P 0.52515 -0.98173 0.52166
O -0.83185 -0.70208 0.00875
C 0.95672 -1.05565 2.29125
C 2.26386 -1.19407 2.73921
C 2.54061 -1.15320 4.09550
C 1.51373 -0.98096 5.01179
C 0.20659 -0.85194 4.56503
C -0.07350 -0.89312 3.20912
C 0.61175 -2.85426 0.26166
C -0.57531 -3.47370 -0.13151
C -0.64956 -4.84838 -0.31096
C 0.47325 -5.63712 -0.10249
C 1.65960 -5.03914 0.30066
C 1.72332 -3.66506 0.48452
C 0.81487 -0.80419 -3.16730
C 0.04705 -0.12091 -4.11065
C -0.63566 -0.81885 -5.09430
C -0.55894 -2.20397 -5.13443
C 0.18755 -2.88607 -4.18406
C 0.88509 -2.19170 -3.20627
C 3.38733 0.49547 -2.73129
C 3.94642 -0.22025 -3.78054
C 5.17414 0.16537 -4.30411
C 5.84232 1.26274 -3.78367
C 5.29692 1.97082 -2.71946
C 4.07196 1.59055 -2.19894
H 2.72346 0.02549 0.06730
H 2.54754 -1.54113 -0.77942
H 3.08448 -1.29367 2.03788
H 3.56426 -1.23503 4.44282
H 1.74047 -0.92527 6.07005
H -0.59270 -0.69927 5.28018
H -1.08194 -0.75441 2.83391
H -1.44270 -2.84813 -0.30474
H -1.58579 -5.30289 -0.61416
H 0.42577 -6.71090 -0.24526
H 2.53818 -5.65111 0.47482
H 2.65979 -3.22545 0.81304
H -0.02258 0.95735 -4.03230
H -1.23415 -0.28246 -5.81938
H -1.09047 -2.75417 -5.90133
H 0.22412 -3.96849 -4.20719
H 1.45544 -2.74310 -2.46722
H 3.41569 -1.07207 -4.19091
H 5.60643 -0.38370 -5.13236
H 6.78510 1.57765 -4.21488
H 5.81441 2.82885 -2.30916
H 3.60786 2.15108 -1.39418
B -5.59081 -0.14723 2.49218
N -5.09701 -0.96555 1.27966
C -5.29768 -2.29028 1.14841
C -4.87134 -2.67298 -0.10926
C -4.42160 -1.47485 -0.68281
N -4.57787 -0.46181 0.15963
N -4.69799 1.06337 2.94312
C -5.13402 1.87173 3.92630
C -4.18705 2.84917 4.15833
C -3.17155 2.55010 3.24680
N -3.48695 1.47856 2.52038
H -6.69624 0.29402 2.23826
H -5.64090 -0.92054 3.42831
H -5.72991 -2.87694 1.94257
H -4.88811 -3.65693 -0.54995
H -3.97055 -1.31834 -1.64909
H -6.08373 1.69844 4.40623
H -4.23875 3.66614 4.85854
H -2.23450 3.05851 3.07723

E   -3073.3693 a.u.
Spin multiplicity   1
HOMO energy   -0.109 hartree
HOMO-LUMO gap   6.843 eV
Total charge   -2
M   932.854 g mol⁻¹

Results of the Mulliken charge analysis, in e, for atoms 1 through 6: 0.98, -0.74, -0.03, 0.06, 0.00, -0.98